No. 1
59
Properties=species:S:1:pos:R:3:forces:R:3 method="wB97M-V/def2-TZVPD" smiles=NCc1cccc2c1N(B(N)O)c1ccc(-c3cccnc3)cc1S2.COC[C@@H](C)N lumo_energy_ev=0.33 orbital_gap_ha=0.301
N 0.64481 0.36343 2.04953 -0.588 0.478 0.127
C 0.83701 1.26705 0.91872 0.670 -0.444 -0.034
C 0.42589 0.76697 -0.45059 -0.155 0.128 -0.209
C 0.87167 1.56008 -1.51343 0.036 0.110 -0.096
C 0.55575 1.29561 -2.83078 -0.321 -0.146 0.092
C -0.23795 0.19716 -3.13340 0.149 0.076 0.316
C -0.67706 -0.60636 -2.09674 -0.110 -0.433 0.076
C -0.36651 -0.34108 -0.75283 0.068 0.152 -0.193
N -0.85939 -1.19957 0.28551 -0.456 0.094 -0.850
B -2.17707 -0.82851 0.82451 -0.034 -0.028 0.706
N -2.44670 -0.98909 2.25079 -0.629 0.421 -0.532
O -3.16835 -0.36117 -0.01822 0.629 0.285 -0.129
C -0.68765 -2.58618 -0.00702 0.330 -0.755 0.550
C -0.16593 -3.44809 0.95536 -0.001 -0.153 -0.094
C 0.02381 -4.79793 0.68462 -0.014 0.008 -0.134
C -0.29405 -5.33372 -0.56152 -0.371 0.508 -0.210
C -0.06836 -6.75842 -0.88851 0.378 -0.037 0.067
C 1.21123 -7.24819 -1.11570 -0.534 -0.191 -0.004
C 1.32317 -8.58821 -1.42686 0.728 -0.257 -0.091
C 0.21064 -9.40642 -1.48190 -0.079 0.394 0.075
N -1.02190 -8.94926 -1.26739 0.202 -0.124 -0.094
C -1.12422 -7.65520 -0.99395 -0.434 0.258 0.078
C -0.82893 -4.48055 -1.52872 0.021 0.163 0.329
C -1.02111 -3.13294 -1.24668 0.039 0.467 -0.124
S -1.66783 -2.03352 -2.47504 0.037 0.006 -0.032
H 0.94299 -0.57568 1.83809 0.045 -0.069 -0.025
H 1.17086 0.72216 2.83308 0.106 -0.138 0.093
H 0.34571 2.22240 1.09792 -0.234 0.013 0.136
H 1.90115 1.51232 0.82932 0.052 0.166 -0.165
H 1.48650 2.42077 -1.28735 0.067 0.079 0.077
H 0.89543 1.93219 -3.63268 0.141 0.126 0.003
H -0.49928 -0.02579 -4.15468 -0.040 -0.137 -0.124
H -3.45169 -0.97288 2.39655 0.008 -0.101 0.173
H -2.07886 -0.22740 2.81081 0.663 -0.411 0.130
H -3.69512 0.30963 0.42397 -0.338 -0.207 0.015
H 0.08253 -3.07073 1.93578 -0.020 0.165 0.067
H 0.42338 -5.44943 1.44881 0.041 -0.018 0.081
H 2.07261 -6.60138 -1.07290 0.118 0.088 0.032
H 2.29573 -9.01148 -1.63378 0.074 -0.065 0.005
H 0.33645 -10.45252 -1.71216 -0.160 -0.201 -0.029
H -2.12439 -7.26906 -0.84001 -0.148 -0.068 0.043
H -1.10188 -4.84339 -2.50847 0.073 -0.139 -0.098
C 0.40836 8.22143 1.28686 -0.084 0.112 -0.041
C 1.05125 7.35457 0.20903 0.026 -0.025 0.291
C 0.39448 5.97563 0.05033 0.063 -0.015 -0.270
O 0.73293 5.03841 1.05589 -0.141 0.016 0.061
C -0.01709 5.14222 2.25228 0.168 -0.131 0.029
N 2.48956 7.25782 0.47414 -0.055 -0.163 -0.136
H 0.69212 7.90343 2.28984 0.012 -0.057 -0.008
H 0.73041 9.25636 1.17567 0.049 -0.018 0.002
H -0.68099 8.19898 1.21471 0.004 -0.017 0.012
H 0.92385 7.87343 -0.74559 -0.010 -0.062 -0.048
H 0.75385 5.53690 -0.88459 0.029 -0.040 0.035
H -0.69642 6.06271 -0.03724 -0.007 0.058 0.075
H -1.04838 5.44845 2.05557 0.000 0.046 -0.004
H 0.44584 5.83877 2.95491 -0.102 0.068 0.011
H -0.02893 4.15697 2.71999 -0.005 -0.015 -0.039
H 2.94010 6.76929 -0.29454 0.031 0.106 -0.031
H 2.61598 6.63906 1.27070 0.014 0.077 0.056


No. 2
59
Properties=species:S:1:pos:R:3:forces:R:3 method="wB97M-V/def2-TZVPD" total_charge=+1 de_lowest_kcal_mol=0.0 lumo_energy_ev=-5.14 orbital_gap_ha=0.267
Co 0.32835 -1.91981 0.96993 -0.111 -0.368 0.874
C 4.66865 1.36900 1.10500 -0.001 -0.003 -0.004
C 3.63460 0.58703 1.86142 -0.005 0.004 0.053
C 3.64907 0.47376 3.24996 -0.025 -0.019 -0.054
C 2.70498 -0.30187 3.90191 -0.015 0.000 -0.005
C 1.74945 -0.92367 3.12918 0.118 -0.046 0.155
Br 0.47647 -2.10287 3.87186 0.278 -0.079 -0.289
N 1.68240 -0.78923 1.81228 -0.078 0.121 -0.303
C 2.62302 -0.07340 1.18394 -0.054 0.092 0.045
H 5.31410 1.92155 1.78384 0.000 0.003 0.001
H 4.20172 2.08106 0.42465 -0.001 0.001 0.001
H 5.29484 0.70144 0.51188 0.005 -0.001 0.004
H 4.41544 0.97702 3.82555 0.006 0.004 -0.006
H 2.71126 -0.43848 4.97321 0.010 0.009 0.001
H 2.56118 -0.03970 0.10523 -0.017 0.002 0.003
N -0.87239 -3.48343 0.66483 0.101 0.468 -0.332
C -0.06388 -4.65680 0.26347 0.223 0.040 0.143
C 1.40023 -4.24738 0.08702 -0.305 -0.079 -0.154
O 2.21156 -4.98807 -0.38338 0.071 0.038 0.048
O 1.68263 -3.00947 0.49053 0.170 -0.087 0.179
H -1.37144 -3.62996 1.54301 0.032 0.013 0.004
H -1.58954 -3.24729 -0.01619 0.078 -0.069 -0.033
H -0.42684 -5.10613 -0.65729 -0.020 0.044 -0.012
H -0.09443 -5.41821 1.04155 -0.048 -0.023 -0.020
F -0.88419 1.09074 3.12497 0.046 -0.001 0.025
C -2.02541 0.50964 3.49964 -0.041 -0.039 0.004
F -3.00290 1.38901 3.43957 0.000 0.018 -0.009
F -1.89698 0.06264 4.73868 -0.010 0.020 -0.028
S -2.38945 -0.93696 2.34959 -0.379 -0.190 -0.026
O -1.25671 -0.88650 1.39204 0.150 0.430 0.066
O -2.42700 -2.12323 3.14953 -0.102 0.047 -0.089
N -3.74627 -0.65355 1.68435 0.070 0.071 0.132
S -3.99207 0.33114 0.45333 0.071 -0.047 -0.113
O -2.90502 1.25514 0.24430 0.013 -0.174 0.073
O -5.33278 0.78904 0.44893 0.040 0.017 0.034
C -3.87677 -0.87410 -0.97170 -0.094 0.211 -0.069
F -5.05719 -1.37363 -1.26546 0.041 -0.069 0.050
F -3.38040 -0.25149 -2.04035 0.010 0.037 -0.019
F -3.03805 -1.89007 -0.67682 0.031 -0.045 -0.055
N -1.25492 6.64065 -4.85666 -0.003 0.010 0.000
C -1.01707 5.62149 -4.38516 0.004 -0.022 0.005
C -0.71097 4.34472 -3.79660 0.002 0.010 -0.002
C -1.59257 3.76790 -2.88692 -0.002 0.010 -0.007
C -1.30298 2.53700 -2.32470 0.031 -0.048 -0.027
C -0.12184 1.90169 -2.67313 0.015 0.015 -0.024
C 0.77227 2.47088 -3.56772 0.017 -0.008 0.007
C 0.47172 3.69422 -4.13821 -0.005 -0.003 0.004
N 0.20382 0.62819 -2.09275 -0.005 0.015 -0.020
C 0.94400 -0.36884 -2.69328 -0.011 -0.031 0.005
C 1.07652 -1.36452 -1.78248 0.004 0.156 -0.024
N 0.42231 -0.96605 -0.63435 -0.333 -0.523 -0.200
C -0.10942 0.22755 -0.85320 0.090 0.113 0.008
H -2.50990 4.27795 -2.62828 -0.001 -0.002 0.001
H -1.99502 2.08173 -1.63226 -0.058 -0.025 0.034
H 1.70428 1.97766 -3.80870 -0.002 0.012 -0.007
H 1.15507 4.15207 -4.83929 0.001 0.001 0.000
H 1.28366 -0.29669 -3.71034 -0.004 -0.005 -0.001
H 1.59559 -2.30180 -1.85651 0.021 -0.012 -0.012
H -0.69480 0.80126 -0.15345 -0.017 -0.016 -0.016


No. 3
18
Properties=species:S:1:pos:R:3:forces:R:3 method="wB97M-V/def2-TZVPD" total_charge=+1 de_lowest_kcal_mol=89.8 lumo_energy_ev=-3.32 orbital_gap_ha=0.412
C 0.61219 -0.03706 0.23126 0.137 -0.043 -0.397
C 1.02954 1.56289 2.03426 -0.402 1.313 -0.367
C 1.25813 -0.83977 2.41953 0.436 -3.516 -1.889
C -1.88964 -0.00091 -3.31048 0.473 3.307 4.907
N 0.89346 0.23114 1.41462 1.197 -0.817 4.645
N 0.48486 -0.33514 -0.88528 0.775 -0.147 0.068
O -1.61099 -0.95307 -2.26351 0.387 -3.030 -0.788
H 0.24842 1.70163 2.77212 -0.532 -0.168 -0.143
H 1.94673 1.81313 2.65464 -0.464 -0.950 -1.587
H 0.83616 2.21224 1.17878 0.419 0.721 0.602
H 0.64427 -1.78446 2.49399 -0.219 1.145 -1.240
H 2.24552 -1.28360 2.15105 -0.431 0.892 0.392
H 1.18247 -0.61247 3.44123 0.279 1.751 1.061
H -2.81462 0.47028 -2.95614 -0.066 -0.074 -0.600
H -2.00169 -0.34729 -4.24966 0.110 -1.387 -3.009
H -1.12186 0.83458 -3.14466 -0.772 -1.283 -0.963
H -0.32613 -0.71438 -1.39907 -1.149 0.050 -1.139
H -1.61681 -1.91773 -2.58271 -0.179 2.234 0.446


No. 4
7
Properties=species:S:1:pos:R:3:forces:R:3 method="wB97M-V/def2-TZVPD" de_lowest_kcal_mol=58.5 lumo_energy_ev="0.00 / -1.02" orbital_gap_ha="0.364 / 0.259"
C -0.30447 -1.26028 -0.56101 -0.411 0.270 -0.184
N 0.47912 1.91762 0.52856 0.276 -2.626 -2.903
O 0.44500 0.73426 0.78084 0.073 2.463 1.330
O 0.43682 2.98879 0.97286 -0.191 0.669 1.855
F -1.55592 -0.79852 -0.70949 0.433 -0.092 -0.487
Cl 0.67647 -1.26685 -1.96864 -0.557 -0.348 0.751
Br -0.17702 -2.31502 0.95688 0.377 -0.337 -0.362


No. 5
9
Properties=species:S:1:pos:R:3:forces:R:3 method="wB97M-V/def2-TZVPD" smiles="O=C=C(F)F.C#C" de_lowest_kcal_mol=126.6 lumo_energy_ev=-0.02 orbital_gap_ha=0.317
C 1.52098 0.17547 -0.17618 1.215 0.984 -6.056
C 1.49201 -0.18076 0.93223 1.123 -0.186 -6.111
C -1.30932 -0.83396 -0.36744 -0.845 -3.783 0.000
C -0.95697 0.35518 0.01012 -2.536 2.906 -0.413
O -1.24288 -1.90830 -0.80321 0.087 -0.020 0.150
F -1.48515 1.08092 0.98596 0.657 -0.418 0.828
F -1.04942 1.08103 -1.12850 0.989 1.325 -0.857
H 1.58051 0.38833 -1.28883 -0.191 -0.366 2.259
H 1.45023 -0.15790 1.83585 -0.498 -0.441 10.199


No. 6
90
Properties=species:S:1:pos:R:3:forces:R:3 method="wB97M-V/def2-TZVPD" multiplicity=6 total_charge=+2 de_lowest_kcal_mol=13.3 lumo_energy_ev="-6.36 / -6.94" s_squared=8.766 orbital_gap_ha="0.190 / 0.168"
N 9.89727 -2.32331 -2.29219 -0.228 -0.021 0.419
C 9.65389 -2.03573 -1.00680 -0.333 0.202 -0.343
C 8.37226 -1.71053 -0.53155 -0.245 -0.032 -0.103
C 7.26721 -1.68444 -1.42210 1.556 -0.477 -0.669
C 7.54728 -2.06271 -2.76840 0.330 0.079 0.573
C 8.86554 -2.36104 -3.14008 -0.396 0.387 0.362
C 5.92432 -1.36487 -0.96002 -0.659 0.202 -0.279
Mn 1.58241 0.30337 -0.54989 -1.380 0.593 0.642
P -3.91342 -3.06364 -0.47277 -2.327 -0.863 -0.048
C 4.84058 -1.31579 -1.78597 1.401 0.831 -0.660
C 3.50529 -1.36115 -1.28412 -0.472 0.106 1.082
C 2.55148 -2.18024 -1.93360 -0.847 -0.970 1.111
C 1.54829 -2.83902 -1.17453 0.603 1.285 0.587
C 1.34482 -2.45577 0.16728 0.811 0.560 0.670
C 2.23033 -1.53905 0.77875 -0.002 -0.518 0.571
C 3.25028 -0.89392 0.06141 0.069 -1.256 -1.119
Br -0.05746 -3.05509 1.31373 1.170 0.117 -0.594
H 5.80909 -1.18864 0.12427 0.020 -0.430 -0.600
H 4.97183 -1.34811 -2.87660 -0.005 -0.329 0.547
H 8.25339 -1.50235 0.54042 -0.068 0.017 -0.534
H 6.77205 -2.16164 -3.52721 0.161 0.123 0.248
H 10.52829 -2.02903 -0.33805 -0.547 -0.047 -0.308
H 9.10854 -2.60158 -4.17689 -0.134 -0.029 0.293
H 2.65536 -2.48064 -2.97324 0.427 0.005 0.223
H 3.86142 -0.11079 0.49500 0.459 -0.459 0.315
H 1.03001 -3.70779 -1.52390 -0.531 -0.003 -0.638
H 2.23774 -1.47440 1.87244 -0.488 0.545 -0.441
P 0.00536 0.86523 -2.24534 -0.231 0.082 -0.030
C -2.98406 -3.95992 0.78217 1.318 -0.034 0.041
C -3.49086 -5.36370 1.09568 -0.064 -0.005 0.057
H -2.96969 -3.34559 1.68856 -0.059 0.019 0.039
H -1.94666 -3.99849 0.40887 -0.780 -0.382 0.334
H -2.95757 -5.76858 1.96869 -0.159 0.014 -0.308
H -4.56247 -5.34684 1.31951 0.172 -0.066 -0.049
H -3.32315 -6.02966 0.24192 -0.106 0.034 0.186
C -3.12173 -3.35450 -2.07424 0.395 -0.074 -0.416
C -4.22588 -3.77961 -3.05427 0.156 -0.054 -0.376
H -2.36149 -4.13962 -1.98110 -0.066 0.023 -0.007
H -2.61180 -2.44597 -2.41717 -0.078 -0.230 -0.108
H -3.81304 -4.18765 -3.98249 -0.025 0.121 0.042
H -4.86901 -4.54471 -2.60907 0.158 0.125 -0.029
H -4.86822 -2.92940 -3.30802 0.071 -0.133 0.059
C -3.85269 -1.28930 -0.10219 0.421 0.126 0.333
C -5.20941 -0.91181 0.51345 -0.022 0.382 0.056
H -3.68386 -0.75884 -1.04355 -0.051 0.040 -0.005
H -3.00169 -1.07868 0.56677 -0.215 0.282 -0.092
H -5.40525 0.15766 0.38843 -0.005 -0.047 0.189
H -6.02563 -1.46233 0.02134 0.337 0.197 0.179
H -5.23760 -1.14960 1.58557 -0.047 0.023 -0.282
C -1.14924 2.26414 -2.05835 -0.417 0.237 0.787
C -1.04015 3.43211 -3.03549 0.027 0.251 -0.289
H -1.01806 2.61586 -1.02035 -0.169 -0.024 -0.378
H -2.16676 1.84215 -2.11921 0.389 -0.052 0.123
H -0.22174 4.11145 -2.78091 -0.020 -0.180 -0.079
H -0.91250 3.11468 -4.07725 -0.039 0.010 0.199
H -1.96119 4.02590 -2.99923 0.180 -0.161 0.019
C -0.91342 -0.37244 -3.20983 -0.528 -0.215 -0.115
C -0.11692 -1.10644 -4.27612 0.107 -0.174 -0.267
H -1.80358 0.11336 -3.64558 0.408 -0.023 0.077
H -1.30592 -1.08541 -2.46867 0.128 0.248 -0.189
H 0.40191 -0.39672 -4.93142 -0.089 -0.277 0.031
H 0.62094 -1.77493 -3.81747 -0.101 0.147 -0.195
H -0.78327 -1.72138 -4.89918 0.228 0.205 0.236
C 1.44768 1.48283 -3.16360 0.162 -0.318 -1.462
C 2.28202 2.59223 -2.50335 -0.124 0.019 0.343
H 1.08490 1.77399 -4.15652 0.198 0.193 0.075
H 2.10318 0.61502 -3.36422 -0.302 0.184 -0.010
H 3.19704 2.16185 -2.06444 -0.127 0.209 -0.048
H 2.59625 3.32941 -3.25616 -0.060 -0.226 0.371
H 1.73387 3.11032 -1.70080 0.193 0.004 -0.294
C -1.96958 1.12450 5.23968 0.099 0.044 0.170
C -1.12043 1.94052 4.28942 0.220 0.330 0.219
N -1.26726 1.50682 2.88026 0.548 0.090 -1.092
C -0.66987 2.34211 1.94602 -1.014 0.502 0.821
S 0.81608 1.95752 1.15455 0.136 0.142 0.029
N -1.19585 3.57634 1.81973 0.525 -1.098 -0.405
C -2.56756 3.98776 2.22277 -0.236 -0.334 -0.191
C -2.66419 5.48257 2.43657 0.074 -0.002 0.309
H -2.97926 0.98633 4.84716 0.085 -0.039 0.071
H -2.03893 1.64755 6.20181 0.021 -0.170 -0.225
H -1.49531 0.15756 5.42927 -0.258 -0.002 -0.051
H -1.36823 3.00166 4.34383 -0.019 -0.147 0.019
H -0.05381 1.85495 4.54015 -0.183 0.061 0.129
H -1.01767 0.52258 2.75963 0.123 0.537 -0.001
H -0.69669 4.19579 1.17634 -0.231 -0.237 0.423
H -3.26466 3.69646 1.42727 0.234 -0.104 -0.012
H -2.87395 3.42079 3.10664 0.205 0.236 -0.201
H -2.39561 6.04571 1.53688 -0.053 -0.078 0.134
H -3.69664 5.72832 2.70908 0.233 0.011 -0.123
H -2.01763 5.78515 3.26185 -0.018 0.139 -0.075


Calculated values (eV/Å) of largest force on an atom for the records, taken in order: 1.0, 1.0, 5.9, 3.9, 10.2, 2.5.
Calculated values (hartree) of energy for the records, taken in order: -1702.5192, -6904.4731, -343.4211, -3377.2037, -428.3520, -6143.8915.